A molecular structure, C24H42BFN5ReSi2, computed with ωB97M-V/def2-TZVPD.

Values from the calculation:
HOMO level (spin up / spin down), eV: -11.536 / -11.160
Orbital gap (spin up / spin down), eV: 7.0 / 7.2
Charge: +1
Energy, Ha: -1995.3000
Relative energy (zero: lowest compared OMol25 entry of this formula, charge and spin), kJ/mol: 162.7
Multiplicity: 2
LUMO level (spin up / spin down), eV: -4.498 / -4.008

Last column: Löwdin charge in e.
Atoms and positions in Å:
1 Re 0.53 -0.94 -0.52  1.44
2 B 1.74 -3.91 1.30  -0.39
3 N 0.42 -3.90 0.49  -0.06
4 C -0.32 -4.99 0.31  -0.04
5 C -1.26 -4.77 -0.70  -0.01
6 C -1.03 -3.48 -1.10  -0.14
7 N -0.01 -2.93 -0.37  -0.13
8 N 2.27 -2.44 1.54  -0.07
9 C 3.28 -2.28 2.37  -0.06
10 C 3.74 -0.97 2.31  -0.01
11 C 2.93 -0.38 1.38  -0.16
12 N 2.02 -1.26 0.88  -0.13
13 H 1.51 -4.39 2.38  0.09
14 H 2.58 -4.52 0.67  0.08
15 H -0.12 -5.87 0.91  0.15
16 H -2.00 -5.45 -1.07  0.11
17 H -1.55 -2.92 -1.85  0.10
18 H 3.63 -3.12 2.96  0.14
19 H 4.55 -0.52 2.87  0.12
20 H 2.95 0.62 1.05  0.05
21 C 2.14 2.59 0.31  -0.18
22 Si 2.45 1.78 -1.34  0.44
23 C 2.77 3.24 -2.44  -0.19
24 C 3.95 0.71 -1.56  -0.17
25 N 1.02 0.69 -1.64  -0.21
26 C 0.30 0.83 -2.88  -0.30
27 C 0.44 1.84 -3.82  -0.02
28 C -0.35 1.88 -4.97  -0.05
29 C -1.31 0.91 -5.22  -0.05
30 C -1.48 -0.12 -4.30  0.01
31 C -0.67 -0.08 -3.20  -0.23
32 F -0.83 -1.07 -2.23  -0.12
33 H 3.09 2.89 0.79  0.06
34 H 1.57 1.99 1.01  -0.01
35 H 1.58 3.51 0.12  0.05
36 H 3.65 3.73 -2.00  0.06
37 H 1.96 3.97 -2.46  0.05
38 H 3.03 2.97 -3.47  0.05
39 H 4.82 1.11 -1.02  0.05
40 H 4.21 0.71 -2.63  0.04
41 H 3.81 -0.33 -1.26  0.02
42 H 1.15 2.64 -3.67  0.06
43 H -0.22 2.69 -5.67  0.12
44 H -1.93 0.95 -6.11  0.12
45 H -2.20 -0.91 -4.42  0.13
46 C -2.88 -1.01 0.17  -0.19
47 Si -1.48 0.04 0.82  0.70
48 C -1.25 -0.41 2.66  -0.63
49 C -0.86 -1.89 2.79  -0.10
50 C -2.60 -0.23 3.37  -0.08
51 C -0.18 0.43 3.38  -0.08
52 C -2.02 1.85 0.49  -0.62
53 C -1.40 2.86 1.47  -0.09
54 C -3.56 1.91 0.64  -0.10
55 C -1.70 2.30 -0.93  -0.10
56 H -3.79 -0.72 0.70  0.04
57 H -2.73 -2.08 0.34  0.02
58 H -3.06 -0.85 -0.90  0.04
59 H -1.51 -2.55 2.21  0.08
60 H -0.94 -2.19 3.84  0.10
61 H 0.17 -2.06 2.49  0.04
62 H -3.37 -0.91 2.98  0.08
63 H -2.98 0.79 3.31  0.07
64 H -2.47 -0.47 4.43  0.10
65 H 0.77 0.45 2.83  0.06
66 H 0.02 -0.01 4.36  0.09
67 H -0.50 1.46 3.54  0.07
68 H -1.88 2.82 2.45  0.08
69 H -1.56 3.87 1.08  0.09
70 H -0.33 2.73 1.61  0.05
71 H -3.93 1.51 1.58  0.07
72 H -4.07 1.39 -0.17  0.08
73 H -3.85 2.97 0.59  0.10
74 H -0.62 2.44 -1.07  0.05
75 H -2.19 3.26 -1.12  0.10
76 H -2.06 1.59 -1.69  0.08

A molecular structure, C24H42Br4GeN3O7RbSb, computed with ωB97M-V/def2-TZVPD.

Values from the calculation:
HOMO level (spin up / spin down), eV: -1.547 / -1.669
Orbital gap (spin up / spin down), eV: 5.3 / 5.4
Charge: -2
Energy, Ha: -14268.0683
Relative energy (zero: lowest compared OMol25 entry of this formula, charge and spin), kJ/mol: 60.8
Multiplicity: 2
LUMO level (spin up / spin down), eV: 3.792 / 3.780

Last column: Löwdin charge in e.
Atoms and positions in Å:
1 Rb -0.06 -0.32 0.56  0.84
2 C -0.65 -3.43 2.93  -0.03
3 C -0.88 -3.80 1.46  -0.73
4 C -2.27 -3.33 1.02  -0.04
5 C -0.77 -5.32 1.30  -0.07
6 O 0.13 -3.14 0.72  -0.43
7 Ge 0.55 -3.46 -1.09  0.92
8 O -0.85 -2.31 -1.65  -0.38
9 C -1.22 -2.14 -3.00  -0.73
10 C -1.42 -3.48 -3.71  -0.08
11 C -2.54 -1.38 -3.00  -0.03
12 C -0.15 -1.33 -3.75  -0.04
13 O 1.77 -2.01 -1.13  -0.39
14 C 3.16 -2.14 -0.92  -0.73
15 C 3.78 -0.82 -1.38  -0.03
16 C 3.45 -2.35 0.57  -0.03
17 C 3.76 -3.28 -1.74  -0.08
18 H -1.40 -3.90 3.57  0.08
19 H 0.34 -3.75 3.24  0.08
20 H -0.72 -2.34 3.06  0.08
21 H -3.04 -3.89 1.56  0.08
22 H -2.42 -2.27 1.25  0.08
23 H -2.40 -3.48 -0.05  0.07
24 H -1.48 -5.83 1.96  0.07
25 H -0.98 -5.61 0.27  0.06
26 H 0.24 -5.64 1.55  0.08
27 H -2.13 -4.09 -3.14  0.08
28 H -1.82 -3.33 -4.72  0.07
29 H -0.48 -4.03 -3.78  0.05
30 H -3.30 -1.96 -2.48  0.08
31 H -2.43 -0.43 -2.46  0.05
32 H -2.89 -1.16 -4.01  0.08
33 H 0.80 -1.86 -3.75  0.07
34 H -0.46 -1.14 -4.78  0.08
35 H 0.00 -0.37 -3.25  0.07
36 H 3.38 0.00 -0.78  0.06
37 H 4.87 -0.83 -1.26  0.08
38 H 3.54 -0.64 -2.43  0.08
39 H 3.07 -1.51 1.15  0.08
40 H 2.95 -3.25 0.92  0.08
41 H 4.53 -2.45 0.75  0.08
42 H 3.49 -3.17 -2.79  0.08
43 H 4.85 -3.29 -1.65  0.07
44 H 3.38 -4.25 -1.40  0.05
45 Br 1.45 6.46 3.69  0.63
46 C 0.65 4.76 3.37  -0.79
47 C 0.43 3.86 4.39  -0.77
48 Br 0.96 4.30 6.16  0.63
49 C -0.19 2.64 4.13  -0.64
50 Br -0.52 1.38 5.51  0.71
51 C -0.59 2.23 2.84  -0.49
52 O -1.15 1.12 2.59  -0.25
53 C -0.33 3.17 1.75  -0.43
54 O -0.67 2.83 0.53  -0.37
55 C 0.26 4.39 2.06  -0.62
56 Br 0.51 5.60 0.60  0.73
57 C 3.95 3.98 2.07  -0.07
58 O 3.47 2.64 2.06  0.00
59 C 2.72 2.20 1.04  -0.58
60 O 2.15 1.14 1.11  -0.04
61 N 2.70 2.99 -0.09  0.01
62 N 1.78 2.69 -1.12  0.06
63 H 4.42 4.13 3.04  0.10
64 H 3.12 4.69 1.97  0.04
65 H 4.69 4.14 1.28  0.09
66 H 2.85 3.97 0.02  0.07
67 H 0.84 2.66 -0.71  0.03
68 H 2.02 1.78 -1.48  0.07
69 N -4.91 2.09 2.73  -0.06
70 C -4.21 2.05 1.81  -0.40
71 C -3.27 4.24 -0.18  -0.27
72 Sb -2.85 2.16 -0.17  1.39
73 C -1.65 2.21 -2.04  -0.27
74 C -4.66 1.48 -1.16  -0.32
75 H -3.73 4.51 -1.14  0.01
76 H -2.33 4.78 -0.06  -0.03
77 H -3.95 4.47 0.64  0.00
78 H -2.32 2.16 -2.90  0.00
79 H -0.96 1.37 -2.07  -0.03
80 H -1.09 3.14 -2.02  0.00
81 H -4.64 1.75 -2.22  -0.01
82 H -5.52 1.93 -0.67  -0.01
83 H -4.73 0.39 -1.07  -0.01

A molecular structure, C24H42BrClCuN6O4, computed with ωB97M-V/def2-TZVPD.

Values from the calculation:
HOMO level, eV: -5.697
Orbital gap, eV: 7.6
Charge: -1
Energy, Ha: -6243.6069
Relative energy (zero: lowest compared OMol25 entry of this formula, charge and spin), kJ/mol: 0.0
LUMO level, eV: 1.881

Last column: Löwdin charge in e.
Atoms and positions in Å:
1 Cu -0.69 -1.21 0.39  0.15
2 Br -2.17 -0.02 2.53  -0.22
3 Cl -1.97 -3.82 -1.12  0.57
4 O -0.62 -3.49 -0.80  -0.39
5 O -2.34 -3.02 -2.23  -0.38
6 O -2.07 -5.18 -1.48  -0.32
7 O -2.80 -3.47 0.00  -0.36
8 C 3.89 2.46 2.30  -0.12
9 C 2.49 3.06 2.37  -0.22
10 C 1.37 1.96 2.63  -0.14
11 C 1.51 0.91 1.61  -0.27
12 N 1.62 0.08 0.82  0.16
13 H 4.09 1.97 3.25  0.08
14 H 4.56 3.28 2.02  0.07
15 H 3.97 1.65 1.57  0.06
16 H 2.33 3.47 1.37  0.09
17 H 2.48 3.81 3.17  0.10
18 H 0.34 2.20 2.37  0.08
19 H 1.34 1.34 3.53  0.11
20 C -0.38 3.79 -1.65  -0.15
21 C -0.70 3.99 -0.26  -0.25
22 C -0.41 5.44 0.29  -0.17
23 C -0.97 6.60 -0.39  -0.24
24 N -1.39 7.52 -0.93  0.14
25 H -0.70 2.81 -1.99  0.06
26 H 0.64 4.05 -1.92  0.08
27 H -0.98 4.42 -2.32  0.08
28 H -0.24 3.21 0.35  0.10
29 H -1.78 3.94 -0.34  0.12
30 H 0.68 5.52 0.37  0.11
31 H -0.83 5.41 1.30  0.11
32 C 0.23 -1.47 5.13  -0.15
33 C -0.19 -2.71 4.39  -0.28
34 C -1.60 -3.04 4.89  -0.22
35 C -1.98 -4.40 4.62  -0.24
36 N -2.25 -5.51 4.39  0.12
37 H -0.40 -0.59 4.96  0.04
38 H 1.22 -1.29 4.72  0.06
39 H 0.42 -1.75 6.16  0.07
40 H 0.52 -3.51 4.59  0.11
41 H -0.12 -2.59 3.31  0.09
42 H -2.41 -2.40 4.56  0.09
43 H -1.63 -2.97 5.98  0.12
44 C 3.71 -3.54 -2.01  -0.11
45 C 4.51 -2.27 -2.02  -0.28
46 C 5.68 -2.09 -1.05  -0.18
47 C 6.44 -3.29 -0.79  -0.26
48 N 7.06 -4.21 -0.61  0.15
49 H 4.20 -4.35 -2.55  0.07
50 H 2.71 -3.50 -2.42  0.08
51 H 3.58 -3.95 -1.01  0.08
52 H 3.79 -1.49 -1.75  0.09
53 H 4.68 -1.94 -3.04  0.10
54 H 5.11 -1.85 -0.15  0.12
55 H 6.34 -1.27 -1.34  0.12
56 C -4.69 -0.67 -1.16  -0.09
57 C -5.73 0.46 -1.41  -0.25
58 C -6.70 0.58 -0.26  -0.23
59 C -6.08 0.84 1.03  -0.22
60 N -5.57 0.99 2.11  0.13
61 H -4.29 -0.64 -0.15  0.05
62 H -3.76 -0.67 -1.72  0.04
63 H -5.12 -1.65 -1.38  0.08
64 H -6.16 0.42 -2.41  0.10
65 H -5.20 1.41 -1.36  0.10
66 H -7.27 -0.32 -0.04  0.12
67 H -7.37 1.38 -0.54  0.11
68 C 2.14 0.06 -4.11  -0.10
69 C 0.81 0.49 -4.75  -0.25
70 C -0.42 -0.22 -4.16  -0.16
71 C -0.69 -0.07 -2.70  -0.15
72 N -0.90 0.04 -1.58  0.20
73 H 2.01 0.12 -3.03  0.07
74 H 2.93 0.79 -4.29  0.07
75 H 2.45 -0.92 -4.47  0.07
76 H 0.69 0.46 -5.83  0.11
77 H 0.69 1.53 -4.45  0.10
78 H -0.29 -1.26 -4.46  0.13
79 H -1.33 0.14 -4.65  0.12

A molecular structure, C24H42CdN6, computed with ωB97M-V/def2-TZVPD.

Values from the calculation:
HOMO level, eV: -16.310
Orbital gap, eV: 12.3
Charge: +2
Energy, Ha: -1435.4929
Relative energy (zero: lowest compared OMol25 entry of this formula, charge and spin), kJ/mol: 32.8
LUMO level, eV: -4.041

Last column: Löwdin charge in e.
Atoms and positions in Å:
1 Cd 0.20 0.38 -0.06  1.07
2 C 2.67 4.97 1.72  -0.09
3 C 2.45 5.37 0.25  -0.23
4 C 1.04 5.04 -0.26  -0.16
5 C 0.63 3.64 -0.09  -0.16
6 N 0.31 2.56 0.10  0.09
7 H 2.45 3.93 1.93  0.06
8 H 2.09 5.60 2.38  0.08
9 H 3.74 5.12 1.89  0.08
10 H 3.14 4.84 -0.41  0.11
11 H 2.59 6.44 0.09  0.12
12 H 0.89 5.37 -1.29  0.12
13 H 0.31 5.51 0.42  0.14
14 C -1.14 -5.29 -1.51  -0.10
15 C 0.25 -5.29 -0.91  -0.25
16 C 0.41 -4.38 0.31  -0.16
17 C 0.29 -2.96 -0.01  -0.16
18 N 0.18 -1.85 -0.24  0.09
19 H -1.88 -5.66 -0.79  0.08
20 H -1.25 -5.91 -2.40  0.08
21 H -1.45 -4.31 -1.90  0.07
22 H 0.99 -5.06 -1.67  0.12
23 H 0.50 -6.30 -0.58  0.12
24 H 1.40 -4.50 0.77  0.12
25 H -0.31 -4.65 1.09  0.13
26 C -3.51 -0.33 3.83  -0.11
27 C -2.44 -0.36 4.91  -0.23
28 C -1.20 0.47 4.56  -0.15
29 C -0.72 0.36 3.18  -0.16
30 N -0.32 0.27 2.11  0.09
31 H -3.13 -0.68 2.86  0.06
32 H -3.89 0.68 3.66  0.08
33 H -4.35 -0.98 4.08  0.08
34 H -2.15 -1.38 5.15  0.12
35 H -2.87 0.06 5.82  0.12
36 H -0.36 0.23 5.21  0.13
37 H -1.38 1.53 4.72  0.13
38 C 0.82 3.30 -4.51  -0.10
39 C 0.17 2.14 -5.28  -0.23
40 C 0.59 0.74 -4.82  -0.15
41 C 0.54 0.57 -3.37  -0.16
42 N 0.47 0.45 -2.23  0.09
43 H 1.89 3.28 -4.73  0.08
44 H 0.65 3.25 -3.44  0.05
45 H 0.49 4.23 -4.97  0.08
46 H 0.40 2.21 -6.34  0.12
47 H -0.90 2.26 -5.11  0.11
48 H 1.64 0.60 -5.11  0.13
49 H -0.04 -0.04 -5.25  0.13
50 C 4.42 -2.73 1.38  -0.09
51 C 5.09 -2.12 0.16  -0.24
52 C 4.87 -0.62 -0.01  -0.16
53 C 3.48 -0.15 0.16  -0.15
54 N 2.39 0.20 0.27  0.09
55 H 4.84 -3.68 1.70  0.08
56 H 3.35 -2.84 1.17  0.05
57 H 4.44 -2.04 2.23  0.08
58 H 4.67 -2.59 -0.73  0.11
59 H 6.16 -2.33 0.13  0.12
60 H 5.41 -0.06 0.77  0.14
61 H 5.18 -0.23 -0.98  0.13
62 C -4.77 -1.89 -0.25  -0.10
63 C -5.32 -0.62 0.38  -0.24
64 C -4.55 0.67 0.08  -0.15
65 C -3.13 0.58 -0.17  -0.17
66 N -2.00 0.51 -0.35  0.09
67 H -3.71 -2.05 -0.06  0.06
68 H -4.95 -2.00 -1.32  0.08
69 H -5.31 -2.73 0.19  0.08
70 H -5.44 -0.81 1.44  0.10
71 H -6.34 -0.47 0.03  0.12
72 H -4.77 1.42 0.85  0.13
73 H -4.96 1.09 -0.85  0.14

19 unconnected molecules or ions with the total composition C24H42Cl36FN3O4S, computed with ωB97M-V/def2-TZVPD.

Values from the calculation:
HOMO level, eV: -9.872
Orbital gap, eV: 9.8
Energy, Ha: -18469.7088
LUMO level, eV: -0.081

Last column: Löwdin charge in e.
Atoms and positions in Å:
1 O 1.22 -0.09 6.58  0.06
2 N 0.09 0.06 6.37  -0.01
3 O -0.51 -1.20 6.00  -0.08
4 C -1.77 -0.98 5.44  -0.22
5 N -1.81 -1.03 3.97  -0.14
6 C -1.05 0.01 3.30  -0.26
7 C -1.74 1.10 2.79  0.02
8 C -0.98 2.07 2.16  -0.11
9 C 0.39 1.90 2.09  -0.22
10 N 1.07 0.84 2.55  0.05
11 C 0.31 -0.08 3.14  -0.16
12 S -1.54 -2.52 3.33  0.59
13 O -1.51 -2.44 1.92  -0.21
14 O -0.55 -3.27 4.00  -0.22
15 F -2.91 -3.16 3.74  -0.14
16 H -2.15 0.00 5.73  0.14
17 H -2.48 -1.72 5.82  0.12
18 H -2.81 1.18 2.89  0.13
19 H -1.45 2.95 1.76  0.06
20 H 0.99 2.67 1.63  0.09
21 H 0.83 -0.95 3.52  0.10
22 C -1.63 3.95 -1.81  -1.06
23 Cl -0.60 3.16 -0.61  0.61
24 Cl -2.93 4.88 -1.06  0.51
25 H -1.01 4.61 -2.39  -0.11
26 H -2.07 3.19 -2.45  0.01
27 C -0.64 4.39 -5.44  -0.94
28 Cl -0.99 5.83 -4.47  0.52
29 Cl 0.05 3.08 -4.46  0.55
30 H -1.57 4.04 -5.88  -0.02
31 H 0.07 4.66 -6.21  0.04
32 C 3.13 1.62 -4.92  -1.06
33 Cl 3.55 0.66 -6.34  0.50
34 Cl 4.18 3.03 -4.74  0.51
35 H 2.11 1.96 -5.03  -0.07
36 H 3.21 0.99 -4.04  -0.07
37 C 1.95 6.96 -1.93  -0.99
38 Cl 1.71 5.42 -2.77  0.50
39 Cl 2.78 6.74 -0.39  0.48
40 H 2.55 7.60 -2.57  0.03
41 H 0.98 7.41 -1.74  0.03
42 C -1.63 0.65 -6.96  -1.01
43 Cl -0.30 1.57 -7.67  0.52
44 Cl -2.69 1.64 -5.94  0.52
45 H -2.22 0.23 -7.76  -0.08
46 H -1.21 -0.15 -6.35  0.03
47 C 1.66 -2.37 -3.47  -0.99
48 Cl 2.58 -0.98 -2.88  0.55
49 Cl 1.92 -2.69 -5.19  0.51
50 H 1.97 -3.24 -2.91  0.03
51 H 0.60 -2.17 -3.32  0.02
52 C -3.54 -1.92 -9.95  -0.98
53 Cl -3.60 -1.85 -8.19  0.56
54 Cl -2.47 -0.69 -10.62  0.55
55 H -3.16 -2.90 -10.24  0.03
56 H -4.54 -1.77 -10.34  0.03
57 C 4.25 -0.81 1.19  -1.02
58 Cl 2.72 -1.65 1.45  0.55
59 Cl 4.18 0.30 -0.19  0.50
60 H 4.48 -0.23 2.08  0.03
61 H 5.01 -1.55 1.00  -0.05
62 C 2.33 3.32 6.42  -1.00
63 Cl 1.11 3.62 7.67  0.50
64 Cl 1.64 2.59 4.97  0.58
65 H 2.79 4.26 6.14  0.02
66 H 3.07 2.64 6.82  0.02
67 C -3.82 8.85 -4.48  -1.02
68 Cl -4.07 7.32 -5.32  0.49
69 Cl -2.95 8.64 -2.96  0.49
70 H -3.23 9.50 -5.12  0.02
71 H -4.78 9.29 -4.27  0.02
72 C 6.64 4.37 -1.94  -1.02
73 Cl 7.61 3.51 -0.74  0.50
74 Cl 5.39 5.38 -1.20  0.48
75 H 7.31 5.01 -2.52  0.02
76 H 6.16 3.65 -2.58  -0.02
77 C -4.02 2.75 -10.94  -1.03
78 Cl -4.04 2.79 -9.17  0.50
79 Cl -2.99 4.01 -11.63  0.51
80 H -3.63 1.78 -11.25  -0.03
81 H -5.03 2.89 -11.30  0.02
82 C 6.04 -3.09 3.59  -1.03
83 Cl 6.93 -1.72 4.26  0.52
84 Cl 6.47 -3.39 1.90  0.53
85 H 6.29 -3.98 4.16  -0.02
86 H 4.98 -2.88 3.64  0.02
87 C 5.17 -7.06 1.53  -0.99
88 Cl 5.82 -6.43 3.05  0.53
89 Cl 6.40 -7.90 0.59  0.54
90 H 4.38 -7.76 1.77  0.03
91 H 4.79 -6.23 0.95  0.02
92 C -5.20 -5.73 4.65  -1.01
93 Cl -6.23 -5.05 5.92  0.51
94 Cl -6.13 -6.26 3.25  0.51
95 H -4.50 -4.96 4.34  0.00
96 H -4.66 -6.58 5.06  0.03
97 C -5.06 -3.02 9.06  -1.05
98 Cl -4.30 -1.46 8.73  0.50
99 Cl -6.08 -2.96 10.50  0.51
100 H -5.68 -3.29 8.21  -0.07
101 H -4.29 -3.77 9.21  0.03
102 C 6.47 -10.15 3.28  -1.07
103 Cl 6.23 -11.65 2.37  0.50
104 Cl 7.31 -10.43 4.81  0.51
105 H 7.06 -9.47 2.68  -0.03
106 H 5.50 -9.72 3.49  0.01
107 C -8.88 -1.99 5.83  -1.00
108 Cl -7.95 -2.35 4.38  0.50
109 Cl -7.88 -2.14 7.28  0.52
110 H -9.25 -0.98 5.77  0.02
111 H -9.71 -2.69 5.90  0.03

Question: The lowest energy belongs to which entry?
Answer: C24H42Cl36FN3O4S